[1]
144
Properties=species:S:1:pos:R:3 method="wB97M-V/def2-TZVPD" spin_multiplicity=4 lumo_energy_ha="0.001 / 0.001" largest_force_ha_per_bohr=0.087 e_above_lowest_kj_mol=110.0 molar_mass_g_mol=998.05
C 4.298 1.245 -7.245
H -8.697 -1.316 -0.472
O 2.092 -3.247 -2.795
C 3.414 1.810 1.105
H 3.975 -0.184 0.928
F 0.387 -4.649 1.331
O 3.492 -0.469 4.042
O -1.379 -2.618 -0.071
C 2.047 1.296 6.025
F 1.762 0.585 -2.903
H -1.472 4.895 -1.886
H -4.117 -3.237 0.912
C -4.769 -1.408 0.345
H 2.145 -6.290 6.646
H 0.684 3.014 -2.048
H 7.113 -2.257 0.137
H 1.372 4.109 -0.825
H -0.900 -5.068 3.721
C -1.224 -4.436 4.548
H -0.064 0.617 2.840
H 4.257 0.330 -6.655
C 1.501 0.769 4.668
O 3.116 1.453 -8.061
C 0.382 1.679 -5.482
H 2.475 1.624 -5.409
H -8.595 -0.797 1.249
H -0.037 -3.546 6.085
H 2.648 3.504 -6.869
H 1.036 3.832 -6.815
C 1.694 -5.302 6.556
O 2.113 2.214 -0.819
H -8.746 0.446 0.057
C 1.706 1.894 -6.132
H -6.388 2.218 -4.293
H -2.606 0.840 -2.673
H -1.951 -5.838 5.889
C -1.964 0.726 -0.007
N -2.260 -4.968 5.479
C 4.973 -2.677 -0.171
H -4.020 3.010 -4.181
H -2.260 3.373 -1.619
N 0.055 0.627 4.760
H 5.207 3.000 1.521
O 0.622 -5.474 5.726
C 1.868 1.200 -7.498
H -7.515 3.543 -4.256
H 3.110 1.481 5.875
C -6.702 3.077 -3.699
O -1.126 0.966 -1.170
F 2.095 -4.420 -0.083
H 0.173 0.610 -5.451
H 4.427 2.177 -6.696
Ti 1.091 0.144 -0.044
H 1.112 1.476 -8.232
C 1.092 -3.818 0.610
H -3.098 5.279 -3.765
C 1.605 3.348 -1.569
H 6.262 -2.347 1.578
N 1.794 3.351 -6.352
H 3.736 -2.535 4.418
H 1.628 -1.091 3.378
C -1.697 -3.041 4.018
H -6.505 -1.307 1.776
H -4.594 2.891 -2.479
H -0.218 2.953 2.174
C -1.282 1.165 1.318
N 0.874 -1.730 -1.176
H -4.820 -0.913 -1.705
H 3.934 -2.047 2.791
H -2.890 1.286 -0.140
H -6.734 -2.336 0.376
H 6.657 -0.237 0.718
H 1.773 1.478 3.887
C 4.728 2.078 1.850
C -1.641 0.412 -2.403
H -4.267 -0.452 0.486
H -0.484 2.121 -5.973
C 2.439 -0.536 -2.936
H -1.698 -0.673 -2.316
C -2.118 4.157 -2.362
H 2.274 3.813 -2.293
C -0.727 2.649 1.259
F 3.496 -0.591 -2.102
N -3.934 -2.268 1.132
H -2.162 -0.335 0.142
H -0.115 0.138 5.627
H -4.764 6.098 -2.452
H 1.872 0.591 6.838
H 0.025 2.910 0.514
H -2.326 -4.297 6.231
O 5.841 -0.720 0.571
H -3.595 -2.030 -1.423
H 4.150 1.792 -1.015
H -1.405 3.611 -2.980
H 1.970 -1.319 5.072
C -3.404 4.689 -2.901
S 1.320 -2.023 -2.642
H 2.613 2.363 1.596
O -5.682 4.078 -3.709
H -1.557 3.312 1.014
H 1.376 -4.907 7.521
H 0.812 -3.899 4.510
C 3.465 2.337 -0.366
H -2.718 -3.188 3.665
H 0.476 2.122 -4.491
S -0.145 -3.042 -0.724
H -0.925 0.656 -3.188
C 0.119 -4.255 5.272
H 3.737 3.391 -0.301
H -2.129 1.244 1.998
H -0.712 -0.609 2.265
F 2.921 -0.596 -4.186
C -8.339 -0.552 0.218
H -6.912 2.712 -2.694
C 4.116 -1.713 3.812
C 6.130 -2.024 0.545
N 3.200 0.368 1.268
H -3.011 -2.305 0.722
C -4.625 -1.820 -1.134
O -6.929 -0.432 0.035
C 2.055 -0.604 4.254
C -4.395 3.559 -3.317
H 2.426 -4.593 6.169
H -0.291 1.539 5.022
H 4.543 2.215 2.916
H 5.079 1.119 -7.996
H 1.822 0.143 -7.236
F 1.604 -2.827 1.356
N -4.044 5.614 -1.935
H -3.520 6.393 -1.562
N -0.274 0.237 1.928
H 3.146 0.130 2.248
O 0.218 -1.840 -3.624
H -1.654 -2.275 4.792
H 1.552 2.258 6.159
H 5.202 -1.759 3.889
H -1.189 -2.701 3.115
H 4.981 -2.608 -1.259
O -0.348 -4.141 -1.637
H 5.125 -3.725 0.088
H 4.029 -2.355 0.270
H 5.510 1.326 1.747
H -5.237 -2.678 -1.413
C -6.257 -1.418 0.720


[2]
130
Properties=species:S:1:pos:R:3 method="wB97M-V/def2-TZVPD" spin_multiplicity=1 lumo_energy_ha=0.023 largest_force_ha_per_bohr=0.037 smiles=COC[C@H](C)N.COC[C@H](C)N.COCCNCCOC.COCCNCCOC.COCCNCCOC.CC(C)O.CC(C)O e_above_lowest_kj_mol=0.0 molar_mass_g_mol=698.04
H 12.359 -24.080 9.742
C 14.260 -22.521 8.961
N 12.704 -23.583 10.553
H 18.795 -25.337 14.552
H 13.493 -18.608 12.153
O 18.299 -20.259 8.249
H 15.235 -25.642 14.513
C 13.031 -18.854 17.931
C 17.114 -19.966 11.774
H 17.449 -21.854 12.644
H 19.906 -22.451 16.645
H 20.896 -23.230 7.312
H 17.619 -13.846 11.055
H 13.288 -19.780 18.456
H 11.564 -14.837 11.152
H 13.462 -28.511 16.466
N 18.512 -22.968 8.523
C 16.177 -17.112 17.583
H 17.071 -17.788 15.671
H 20.476 -23.067 15.130
C 15.429 -13.616 12.805
C 16.894 -24.472 14.024
H 12.219 -19.068 17.234
H 7.936 -24.117 9.825
H 13.995 -21.913 11.035
H 17.530 -14.824 13.395
H 15.684 -18.560 12.627
O 16.137 -20.535 10.869
N 17.456 -17.198 18.295
H 18.958 -23.863 13.625
H 21.859 -22.465 8.533
O 15.695 -14.976 12.496
H 13.248 -27.946 14.807
H 19.366 -21.720 15.143
H 18.877 -20.705 12.860
C 12.879 -17.766 12.484
H 12.004 -18.138 13.012
C 19.563 -20.804 7.927
C 10.268 -23.095 10.573
H 14.853 -21.623 8.740
N 17.206 -15.654 10.102
H 15.703 -27.302 17.353
H 17.178 -16.406 12.614
H 18.201 -16.819 17.718
H 18.704 -14.884 8.887
C 16.679 -26.340 15.678
H 15.277 -24.160 10.876
H 11.953 -17.243 10.618
O 18.489 -23.546 15.577
C 15.484 -26.492 16.645
H 15.115 -12.799 9.895
H 14.509 -13.338 12.297
C 13.942 -27.969 15.644
H 18.839 -15.110 11.362
H 20.361 -20.120 8.237
H 17.194 -18.549 8.215
H 17.460 -25.751 16.157
O 14.076 -18.236 17.245
H 16.644 -20.851 10.110
H 16.808 -14.189 7.028
H 13.725 -13.357 9.030
H 15.435 -13.471 13.885
H 17.041 -18.996 13.618
O 13.806 -16.329 10.787
H 17.701 -22.423 8.795
H 18.512 -18.591 7.024
C 17.073 -15.323 12.537
H 15.717 -20.184 13.411
C 19.694 -22.115 8.696
N 16.239 -25.697 14.411
C 11.948 -15.482 11.940
H 12.580 -14.906 12.617
O 14.239 -26.626 15.990
H 19.757 -21.849 9.758
H 17.793 -16.046 8.110
H 18.451 -21.527 11.302
O 10.025 -24.286 9.861
C 19.576 -22.683 15.632
H 17.596 -19.181 11.180
H 15.844 -19.241 17.890
C 17.770 -14.924 11.224
H 16.450 -23.093 10.194
H 12.659 -21.603 9.951
H 16.196 -12.983 12.344
H 15.375 -25.638 17.318
C 16.301 -19.407 12.920
C 13.418 -22.357 10.222
H 10.402 -22.241 9.897
H 13.600 -17.247 13.131
C 11.536 -23.312 11.398
H 15.569 -17.016 15.432
H 15.631 -16.186 17.799
H 9.443 -22.850 11.254
C 16.449 -16.992 16.085
H 14.359 -16.042 11.529
H 16.680 -24.256 12.972
C 12.558 -16.764 11.385
H 19.649 -21.032 6.855
H 18.344 -23.176 7.542
O 15.060 -23.664 8.820
H 20.905 -23.881 8.984
H 17.182 -13.149 8.388
H 17.043 -27.344 15.449
H 11.736 -22.425 12.010
H 16.508 -24.811 9.811
C 17.663 -15.217 8.820
H 8.642 -25.173 8.638
O 15.452 -14.331 8.517
H 12.554 -18.224 18.699
H 15.107 -18.228 19.029
C 14.790 -13.159 8.910
H 14.843 -28.531 15.385
H 8.860 -23.429 8.420
H 17.460 -16.526 19.059
C 8.800 -24.231 9.163
C 15.293 -18.292 17.944
H 16.470 -23.571 14.508
H 11.411 -24.069 12.177
H 18.879 -18.300 8.714
H 16.207 -15.762 10.208
H 14.932 -12.369 8.168
C 18.358 -24.342 14.406
C 18.220 -18.871 8.045
C 16.797 -14.140 8.119
H 13.496 -22.574 8.176
H 11.092 -15.705 12.601
C 18.076 -21.065 12.222
H 16.815 -15.976 15.910
C 20.906 -22.981 8.378
C 15.833 -23.972 9.950


[3]
154
Properties=species:S:1:pos:R:3 method="wB97M-V/def2-TZVPD" spin_multiplicity=1 lumo_energy_ha=-0.076 largest_force_ha_per_bohr=0.067 charge=+1 e_above_lowest_kj_mol=460.2 molar_mass_g_mol=1374.69
O 3.823 -1.664 -6.176
H 6.585 1.655 -5.311
H 0.795 -1.884 2.170
H 4.068 1.500 -2.815
H 5.502 1.525 -7.175
F -2.250 5.265 1.277
C -0.930 -3.865 -0.924
H 4.319 0.326 -7.474
H 1.716 1.373 0.696
H 3.715 2.054 -4.995
H -1.974 -6.324 1.165
F 1.474 2.061 -4.226
H -0.205 -7.170 -0.368
F 3.690 0.802 6.050
H 4.905 -1.303 -1.887
H -1.015 -0.212 0.084
H -4.717 2.012 0.394
O 1.375 -1.284 0.262
H 0.789 -5.704 -0.108
C 3.623 4.064 0.814
H 6.140 0.035 -2.063
H 3.248 5.447 -3.117
H 2.401 -2.520 -1.025
C 4.497 1.223 -6.880
H -3.740 -4.768 1.792
C -5.010 0.732 4.063
H -1.827 -3.254 -1.025
C 5.085 -0.238 -2.035
H 5.208 -2.979 -5.351
C 4.633 -2.087 -5.102
H 7.021 0.964 -3.739
H -3.515 -7.557 -2.482
H 2.181 -0.784 2.160
F 3.582 1.041 3.404
H 5.783 2.384 -3.933
H 3.228 6.500 -0.122
F -0.166 3.929 0.916
H -0.429 -3.898 -3.081
H -1.722 -5.676 -2.691
N 0.901 1.540 1.270
H -1.327 -4.593 1.246
F 1.498 1.657 -1.697
H 6.357 -1.201 -4.005
H -8.623 -0.829 2.799
H 1.198 2.208 1.965
H 1.063 4.858 -2.717
H -7.370 1.334 6.509
H -7.044 3.051 5.458
H 2.116 -3.097 0.782
C 2.381 -2.336 0.049
N -6.345 1.188 4.727
H -5.184 -2.790 1.691
H -3.238 2.775 0.765
H 3.349 -1.990 0.413
C -0.034 -6.138 -0.675
F 2.213 -6.396 4.809
H 3.187 0.419 -5.291
H 4.797 0.190 -1.075
H -5.606 1.045 8.097
N 5.022 0.476 -4.397
H -1.923 0.825 1.243
C 4.027 1.102 -5.422
F 0.528 -0.014 -3.142
H -5.630 -2.880 -0.024
H 0.700 6.373 -2.807
H 2.893 -2.417 -7.880
H 3.337 4.682 1.665
F -0.815 4.641 3.217
H 3.850 -3.550 -6.986
H 4.710 4.071 0.731
C -1.964 -5.319 0.743
F 2.388 -7.729 2.725
As 0.239 1.696 -2.987
H -1.698 -0.930 1.257
H 6.176 -0.608 -5.724
C -7.696 0.840 4.014
F 0.525 -6.089 3.000
C -7.773 -0.645 3.456
F 3.786 3.140 4.856
C 4.276 0.458 -3.059
H 3.012 8.359 -1.984
F 2.237 -4.185 3.242
H 0.904 -4.334 -1.963
C 3.105 7.610 -2.771
H -7.656 1.452 3.112
H -3.146 -5.168 -1.713
H -0.196 -3.612 -0.159
F 1.069 5.896 2.282
C -6.508 0.740 6.208
H -5.030 -0.343 4.243
H -4.209 1.179 4.652
N -1.360 -5.369 -0.659
H -5.217 3.066 5.094
C 0.202 0.191 1.919
H -4.753 1.943 6.944
As 2.329 -5.994 3.052
O 3.130 4.496 -0.411
F 1.626 2.638 3.794
C 0.061 -3.665 -2.136
H -4.176 -5.329 0.193
H -6.904 -0.276 6.226
H 4.511 6.047 -1.120
H -8.454 1.281 4.661
F -1.100 1.233 -1.844
H 4.148 7.828 -3.000
H 2.600 7.766 -3.724
C -2.801 -7.278 -1.707
H -7.984 -1.146 4.402
H -6.393 3.141 3.871
As 2.685 1.689 4.863
N 1.361 5.754 -2.359
H -3.375 -7.503 -0.808
C 3.187 -2.694 -6.867
F 1.516 0.276 4.872
H -0.133 0.396 2.935
C -4.295 2.791 1.029
H -6.824 -0.963 3.026
F -0.044 3.418 -2.621
C -2.332 -5.886 -1.813
O -3.589 -3.299 0.630
C -4.910 1.078 2.578
H 3.360 -0.121 -3.170
H 1.057 5.717 -1.396
H -5.824 0.852 2.028
H 4.032 -2.247 -4.207
C -6.213 2.696 4.850
H 3.796 1.950 -7.291
F 2.520 -5.797 1.287
C 5.675 -0.947 -4.817
F 1.712 2.376 6.208
C 1.206 -0.982 1.716
C 6.229 1.459 -4.300
H -4.567 -1.547 0.467
F -1.011 1.869 -4.276
F 4.135 -5.951 3.310
C 3.469 5.798 -0.921
H 0.332 -6.294 -1.690
H 2.240 -2.958 -6.396
C 2.865 6.101 -2.333
H 0.360 -2.617 -2.109
H -4.722 3.718 0.647
O -4.537 2.489 2.426
As -0.569 5.535 1.665
H 0.213 1.940 0.648
H -1.927 -7.917 -1.834
H -4.137 0.402 2.213
C -4.850 -2.579 0.675
F -0.970 7.145 2.422
C -1.190 0.026 1.133
F -0.112 6.342 0.106
H -4.460 0.200 7.103
C -5.229 0.972 7.077
H 3.151 3.126 1.107
C -3.459 -4.716 0.740